A.
{"formula": "C4H8N4O", "method": "ωB97M-V/def2-TZVPD", "species": ["O", "N", "N", "N", "N", "C", "C", "C", "C", "H", "H", "H", "H", "H", "H", "H", "H"], "xyz": [[1.65, 3.19, -0.08], [-1.74, -0.08, -0.89], [2.03, 2.02, 0.49], [-2.77, -1.06, -0.63], [0.00, 0.98, -0.39], [1.24, 1.05, 0.28], [1.71, -0.41, 0.82], [0.31, -1.17, 0.51], [-0.54, -0.15, -0.31], [-3.00, -1.28, 0.30], [0.35, -1.87, -0.23], [-1.81, 1.06, -1.33], [-2.62, -1.86, -1.45], [2.50, -0.91, 0.24], [2.07, -0.57, 1.91], [-0.20, -1.78, 1.25], [0.83, 2.83, -0.51]], "nbo_charge": [-0.536, -0.451, -0.147, -0.688, -0.627, 0.310, -0.437, -0.475, 0.477, 0.377, 0.222, 0.435, 0.380, 0.225, 0.238, 0.237, 0.461], "smiles": "NNC1=N/C(=N\\O)CC1", "molar_mass_g_mol": 128.135, "lumo_energy_ev": 0.50}

B.
{"formula": "C4H8N4O", "method": "ωB97M-V/def2-TZVPD", "species": ["O", "N", "N", "N", "N", "C", "C", "C", "C", "H", "H", "H", "H", "H", "H", "H", "H"], "xyz": [[0.58, 2.82, 2.14], [-0.20, -2.22, -0.77], [1.07, 1.72, 0.02], [0.37, 1.75, 1.16], [1.01, 0.28, -1.86], [-1.10, -1.22, -0.15], [0.60, 0.59, -0.48], [-0.51, 0.80, 1.30], [-0.43, 0.01, 0.26], [1.32, 3.50, 1.74], [-1.90, -1.06, -0.96], [-1.74, -1.58, 0.63], [0.78, -0.73, -2.06], [0.24, -2.77, -0.18], [1.87, 0.44, -2.01], [-0.77, -2.91, -1.04], [-1.20, 0.58, 2.26]], "nbo_charge": [-0.542, -0.805, -0.323, 0.107, -0.806, -0.223, 0.316, -0.023, -0.239, 0.500, 0.193, 0.183, 0.393, 0.344, 0.349, 0.344, 0.232], "smiles": "NCc1cn(O)nc1N", "molar_mass_g_mol": 128.135, "lumo_energy_ev": 0.81}

C.
{"formula": "C4H8N4O", "method": "ωB97M-V/def2-TZVPD", "species": ["O", "N", "N", "N", "N", "C", "C", "C", "C", "H", "H", "H", "H", "H", "H", "H", "H"], "xyz": [[-0.37, -2.10, -1.19], [-2.50, 0.60, -1.53], [-2.14, -0.62, -1.79], [-1.01, -0.84, -1.15], [-1.61, 1.24, -0.79], [-0.66, 0.37, -0.57], [1.71, -0.33, 0.18], [0.06, 0.82, 1.78], [0.50, 0.66, 0.37], [2.10, -0.49, -0.79], [0.91, 1.65, -0.04], [0.87, 0.71, 2.53], [-0.38, -2.33, -2.10], [1.28, -1.34, 0.45], [-0.82, 0.13, 2.02], [2.56, 0.04, 0.71], [-0.50, 1.83, 1.91]], "nbo_charge": [-0.482, -0.067, -0.095, 0.067, -0.281, 0.312, -0.610, -0.620, -0.263, 0.214, 0.227, 0.226, 0.487, 0.214, 0.219, 0.217, 0.235], "smiles": "CC(C)c1nnnn1O", "molar_mass_g_mol": 128.135, "lumo_energy_ev": 0.51}

D.
{"formula": "C4H8N4O", "method": "ωB97M-V/def2-TZVPD", "species": ["O", "N", "N", "N", "N", "C", "C", "C", "C", "H", "H", "H", "H", "H", "H", "H", "H"], "xyz": [[-1.86, -0.07, -1.14], [1.84, -0.13, -1.60], [-1.39, -2.07, 0.16], [-0.09, 1.03, 1.09], [-2.70, 0.86, -0.42], [1.45, -0.91, 1.15], [1.06, 0.60, -0.96], [0.60, 0.13, 0.50], [-1.41, -1.08, -0.44], [-0.02, 0.98, 2.11], [1.33, -0.93, 2.23], [0.52, 1.49, -1.28], [-2.21, 0.98, 0.48], [1.11, -1.88, 0.79], [2.49, -0.82, 0.84], [2.03, 0.06, -2.57], [-2.75, 1.75, -0.92]], "nbo_charge": [-0.384, -0.610, -0.386, -0.675, -0.491, -0.708, 0.102, 0.284, 0.520, 0.349, 0.218, 0.168, 0.377, 0.264, 0.247, 0.360, 0.365], "smiles": "[H]/N=C/C(C)=N/[H].N#CON", "molar_mass_g_mol": 128.135, "lumo_energy_ev": 0.20}

Which is the most stable structure? C is the most stable.

A.
{"formula": "C6H7FS", "method": "ωB97M-V/def2-TZVPD", "species": ["S", "F", "C", "C", "C", "C", "C", "C", "H", "H", "H", "H", "H", "H", "H"], "xyz": [[-2.34, -1.26, -0.01], [1.48, -1.83, -0.94], [-0.98, 2.28, -0.81], [-0.56, -1.19, 0.22], [-0.41, 1.27, -0.46], [0.26, 0.07, -0.02], [0.32, -1.08, -0.95], [1.44, 0.32, 0.92], [-1.47, 3.19, -1.14], [1.10, 0.75, 1.85], [-2.64, -0.07, 0.58], [-0.18, -1.80, 1.08], [1.93, -0.61, 1.16], [2.16, 0.97, 0.47], [-0.10, -0.99, -1.94]], "nbo_charge": [0.003, -0.346, -0.216, -0.389, -0.019, -0.169, 0.214, -0.580, 0.246, 0.218, 0.140, 0.247, 0.225, 0.224, 0.202], "smiles": "C#C[C@]1(C)[C@@H](F)[C@@H]1S", "molar_mass_g_mol": 130.187, "lumo_energy_ev": 0.86}

B.
{"formula": "C6H7FS", "method": "ωB97M-V/def2-TZVPD", "species": ["S", "F", "C", "C", "C", "C", "C", "C", "H", "H", "H", "H", "H", "H", "H"], "xyz": [[-1.89, 0.13, -1.64], [2.39, -0.17, -1.30], [-0.93, -0.45, 2.84], [-1.00, -0.36, 1.38], [-0.47, 0.38, -0.92], [-0.03, 0.01, 0.45], [1.36, 0.23, 0.75], [2.44, 0.08, -0.03], [-1.99, -0.59, 1.04], [-1.26, 0.60, 3.28], [-1.56, -1.27, 3.31], [0.15, 1.16, -1.54], [0.11, -0.65, 3.07], [3.44, 0.21, 0.27], [1.67, 0.74, 1.65]], "nbo_charge": [0.028, -0.316, -0.669, -0.028, -0.289, -0.190, -0.341, 0.280, 0.213, 0.240, 0.236, 0.223, 0.220, 0.165, 0.227], "smiles": "C/C=C(C=S)\\C=C/F", "molar_mass_g_mol": 130.187, "lumo_energy_ev": -0.57}

Which is the most stable structure? B is the most stable.

A.
{"formula": "C7H10N2O", "method": "ωB97M-V/def2-TZVPD", "species": ["O", "N", "N", "C", "C", "C", "C", "C", "C", "C", "H", "H", "H", "H", "H", "H", "H", "H", "H", "H"], "xyz": [[-3.66, 1.55, 0.00], [1.27, 0.76, -0.76], [-4.31, -0.55, -0.46], [2.29, 1.48, -0.35], [-2.19, -0.18, 0.69], [-3.48, 0.38, 0.15], [2.58, -1.15, -0.15], [3.50, 1.05, 0.33], [3.59, -0.32, 0.41], [1.45, -0.46, -0.64], [-1.37, 0.20, -0.10], [-5.27, -0.26, -0.75], [4.44, -0.79, 1.09], [2.22, 2.55, -0.66], [4.25, 1.65, 0.58], [2.64, -2.26, -0.44], [-1.92, 0.19, 1.84], [-4.43, -1.49, 0.16], [-2.36, -1.32, 0.38], [0.74, -1.02, -1.32]], "nbo_charge": [-0.586, -0.434, -0.848, 0.067, -0.744, 0.653, -0.285, -0.273, -0.160, 0.050, 0.269, 0.398, 0.218, 0.186, 0.217, 0.237, 0.261, 0.376, 0.217, 0.178], "smiles": "c1ccncc1.CC(N)=O", "molar_mass_g_mol": 138.170, "lumo_energy_ev": 0.81}

B.
{"formula": "C7H10N2O", "method": "ωB97M-V/def2-TZVPD", "species": ["O", "N", "N", "C", "C", "C", "C", "C", "C", "C", "H", "H", "H", "H", "H", "H", "H", "H", "H", "H"], "xyz": [[2.59, 0.74, 1.09], [2.48, -0.65, -0.66], [-1.22, 1.56, -0.59], [-1.87, -0.62, 0.49], [-0.36, 1.30, 0.58], [0.42, 0.03, 0.43], [1.91, 0.03, 0.35], [-2.78, -1.14, -0.61], [-1.79, 0.90, 0.59], [-0.42, -1.02, 0.33], [2.45, -1.66, -0.65], [-3.80, -0.76, -0.48], [-2.53, 1.44, 1.18], [-0.13, -2.05, 0.15], [-2.42, -0.83, -1.60], [-2.83, -2.24, -0.59], [3.11, -0.16, -1.31], [0.04, 2.14, 1.15], [-1.50, 2.54, -0.60], [-2.23, -1.01, 1.45]], "nbo_charge": [-0.552, -0.889, -0.593, -0.268, -0.099, -0.117, 0.656, -0.600, -0.080, -0.122, 0.400, 0.211, 0.208, 0.205, 0.223, 0.207, 0.415, 0.225, 0.357, 0.214], "smiles": "C[C@H]1C=C(C(N)=O)[C@H]2N[C@H]21", "molar_mass_g_mol": 138.170, "lumo_energy_ev": 0.84}

Which is the most stable structure? B is the most stable.

A.
{"formula": "CH3IS", "method": "ωB97M-V/def2-TZVPD", "species": ["I", "S", "C", "H", "H", "H"], "xyz": [[1.60, -0.78, 1.30], [-1.54, -0.21, 0.09], [0.10, 0.31, 0.36], [0.45, 0.68, -0.62], [1.24, 1.15, -2.08], [-1.85, -1.16, 0.95]], "nbo_charge": [0.173, 0.098, -0.601, 0.181, 0.017, 0.131], "molar_mass_g_mol": 174.006, "lumo_energy_ev": [-0.73, -0.59]}

B.
{"formula": "CH3IS", "method": "ωB97M-V/def2-TZVPD", "species": ["I", "S", "C", "H", "H", "H"], "xyz": [[-2.10, -0.27, -0.12], [1.13, 0.99, -0.07], [0.00, -0.44, 0.33], [0.49, -1.06, -0.37], [0.09, -0.80, 1.30], [0.40, 1.58, -1.07]], "nbo_charge": [0.105, -0.056, -0.634, 0.223, 0.219, 0.143], "smiles": "SCI", "molar_mass_g_mol": 174.006, "lumo_energy_ev": 0.03}

Which is the most stable structure? B is the most stable.